An isolated ion of composition C2H6N3P and charge +2, computed with wB97M-V/def2-TZVPD.

ORCA input file:
```
! RIJCOSX wB97M-V def2-TZVPD def2/J DEFGRID3
* xyz 2 1
C -0.3941 -1.3348 -0.0458
C 1.0892 0.6757 0.4009
N -1.7007 -0.8831 -0.1639
N 0.7171 -0.5629 0.4024
N 0.6533 1.7579 -0.1899
P -2.4941 0.5058 0.0608
H -0.2934 -2.4726 -0.2842
H 2.0695 0.7583 0.9218
H -2.3767 -1.6456 -0.5445
H 1.3736 -1.2203 0.7561
H 1.2936 2.5918 -0.3101
H 0.0628 1.8300 -1.0035
*
```

- Total energy: -15908.897 eV
- Kohn-Sham gap (alpha / beta): 0.2554 / 0.2638 Ha
- M: 103.1 g mol⁻¹
- Energy relative to the best compared isomer or geometry (same formula, charge and spin): 2.1286 eV
- LUMO (alpha / beta): -10.93 / -11.40 eV

These are the natural (NBO) partial charges, in e, on atoms 1 to 8: 0.286, 0.409, -0.933, -0.538, -0.690, 0.995, 0.298, 0.273


A 2-piece molecular cluster, C10H13O3 overall, computed with wB97M-V/def2-TZVPD.

ORCA input file:
```
! RIJCOSX wB97M-V def2-TZVPD def2/J DEFGRID3
* xyz -1 1
C -3.6560 -2.1384 0.4502
C -2.3078 0.9049 -1.3338
C -1.0112 0.9843 -0.8577
C -3.1783 -0.0853 -0.8715
C -2.7048 -1.0478 0.0213
C -0.5491 0.0153 0.0411
C -1.3940 -1.0097 0.4531
O -0.1918 1.9237 -1.3277
H -2.5541 1.5618 -2.1387
H -4.2817 -0.0880 -0.8564
H 0.4910 -0.0431 0.3245
H 0.7832 1.6178 -1.4359
H -4.0112 -2.6802 -0.4358
H -4.5381 -1.6564 0.9107
H -0.9995 -1.8505 1.0156
H -3.3373 -2.9096 1.1257
C 2.7548 0.5558 0.5926
C 4.0083 0.6148 1.4633
C 3.0547 0.8215 -0.9009
O 2.0751 1.1545 -1.6248
O 4.2180 0.6396 -1.2990
H 2.4272 -0.4871 0.6019
H 1.9627 1.2374 0.9092
H 4.8711 0.7139 0.8116
H 4.0341 -0.2016 2.1937
H 4.0345 1.4523 2.1676
*
```

- Total energy: -16725.146 eV
- Kohn-Sham gap: 0.2936 Ha
- M: 181.2 g mol⁻¹
- Energy relative to the best compared isomer or geometry (same formula, charge and spin): 0.6392 eV
- LUMO: 3.20 eV

These are the natural (NBO) partial charges, in e, on atoms 1 to 8: -0.621, -0.278, 0.333, -0.217, -0.086, -0.279, -0.199, -0.734


One molecule with the formula C21H29N3O3, computed with wB97M-V/def2-TZVPD.

ORCA input file:
```
! RIJCOSX wB97M-V def2-TZVPD def2/J DEFGRID3
* xyz 0 1
C -6.7920 -2.4207 -0.4090
O -6.2277 -1.1878 -0.0383
C -4.8654 -1.0637 -0.0862
C -3.9819 -2.0581 -0.4694
C -2.6171 -1.8081 -0.4735
C -2.1165 -0.5729 -0.1045
N -0.7599 -0.2558 -0.0552
C 0.2745 -0.9206 -0.6709
O 0.1340 -1.9465 -1.3083
N 1.5097 -0.3538 -0.4886
C 2.5772 -0.8695 -1.3265
C 3.3593 -2.0230 -0.6884
C 4.3479 -1.6295 0.4146
C 4.8398 -2.8858 1.1322
C 5.5399 -0.8579 -0.1482
C 1.7696 0.7887 0.3682
C 1.4901 0.4740 1.8448
C 1.0603 2.0360 -0.1382
C 0.6358 3.0637 0.7000
C 0.0081 4.1622 0.1362
C -0.1781 4.2032 -1.2356
C 0.2977 3.1381 -1.9852
N 0.9021 2.0934 -1.4556
C -3.0181 0.4385 0.2860
O -2.4426 1.6390 0.6454
C -3.2949 2.7009 0.9917
C -4.3736 0.1887 0.2927
H -7.8687 -2.2975 -0.2998
H -6.4527 -3.2313 0.2443
H -6.5603 -2.6730 -1.4490
H -4.3293 -3.0332 -0.7685
H -1.9275 -2.5745 -0.7831
H -0.6044 0.7029 0.2177
H 2.1035 -1.2511 -2.2342
H 3.2349 -0.0444 -1.6039
H 3.9096 -2.5370 -1.4792
H 2.6272 -2.7259 -0.2876
H 3.8382 -0.9985 1.1479
H 5.3433 -3.5485 0.4317
H 4.0065 -3.4268 1.5749
H 5.5404 -2.6275 1.9236
H 5.2259 0.0624 -0.6349
H 6.2337 -0.5979 0.6488
H 6.0706 -1.4650 -0.8785
H 2.8439 0.9891 0.2719
H 2.0304 1.1643 2.4885
H 0.4314 0.5261 2.0824
H 1.8313 -0.5347 2.0639
H 0.7871 3.0117 1.7658
H -0.3297 4.9765 0.7621
H -0.6714 5.0369 -1.7097
H 0.1937 3.1160 -3.0620
H -3.8894 2.4649 1.8799
H -2.6401 3.5441 1.2077
H -3.9634 2.9634 0.1661
H -5.0931 0.9360 0.5829
*
```

- Total energy: -32860.812 eV
- Kohn-Sham gap: 0.2959 Ha
- Structure (SMILES): COc1ccc(NC(=O)N(CCC(C)C)[C@H](C)c2ccccn2)c(OC)c1
- M: 371.5 g mol⁻¹
- Energy relative to the best compared isomer or geometry (same formula, charge and spin): 2.6750 eV
- LUMO: 0.65 eV

These are the natural (NBO) partial charges, in e, on atoms 1 to 8: -0.250, -0.500, 0.303, -0.322, -0.199, 0.077, -0.644, 0.809


An isolated ion of composition C7H13N3 and charge +2, computed with wB97M-V/def2-TZVPD.

ORCA input file:
```
! RIJCOSX wB97M-V def2-TZVPD def2/J DEFGRID3
* xyz 2 1
C -3.0812 -1.1439 -0.8926
N -1.8403 -0.4421 -1.2006
C -0.7772 -0.2557 -0.4735
N -0.8639 -0.7429 0.8354
C 0.0394 -0.3999 1.8300
N 1.0126 0.4852 1.8015
C 1.3675 1.1265 0.7100
C 2.1943 2.2160 0.7919
C 0.6880 0.4144 -0.5831
C 1.6934 -0.7581 -0.8340
H -3.1357 -1.9571 -1.6176
H -4.0643 -0.4709 -0.9978
H -3.0524 -1.8449 0.0391
H -1.8825 0.0841 -2.1243
H -1.6890 -1.2527 1.1291
H 0.0543 -0.9863 2.7355
H 3.0350 1.9611 1.3163
H 1.5434 3.0238 1.3209
H 2.4001 2.6863 -0.1984
H 0.6474 1.1669 -1.4705
H 1.5632 -1.2922 -1.6903
H 1.4494 -1.3039 0.0722
H 2.6986 -0.3140 -0.4990
*
```

- Total energy: -11919.706 eV
- Kohn-Sham gap: 0.3238 Ha
- Structure (SMILES): C/[NH+]=C1\[NH+]=CN=C(C)[C@H]1C
- M: 139.2 g mol⁻¹
- Energy relative to the best compared isomer or geometry (same formula, charge and spin): 3.6825 eV
- LUMO: -10.33 eV

These are the natural (NBO) partial charges, in e, on atoms 1 to 8: -0.484, -0.441, 0.595, -0.580, 0.455, -0.493, 0.606, -0.746


C5H4BiNS5Sb as an isolated structure, computed with wB97M-V/def2-TZVPD.

ORCA input file:
```
! RIJCOSX wB97M-V def2-TZVPD def2/J DEFGRID3
* xyz -1 1
Bi -0.2383 0.0371 0.2050
S -4.8070 -0.1728 0.0346
Sb -3.1486 -1.5162 -0.7290
S -1.5144 -0.1211 -1.9494
S -1.5520 -1.7937 1.1660
S -3.4508 -3.4638 -1.8356
S 2.2701 -0.7262 1.5289
C 2.2340 -1.7267 0.1523
C 3.1592 -2.7561 -0.1134
C 3.0103 -3.5282 -1.2386
C 1.9411 -3.2995 -2.1116
C 1.0613 -2.2913 -1.8062
N 1.2133 -1.5309 -0.7163
H 3.9571 -2.9142 0.5971
H 3.7101 -4.3300 -1.4422
H 1.7918 -3.9035 -2.9944
H 0.1910 -2.0652 -2.4123
*
```

- Total energy: -73298.495 eV
- Kohn-Sham gap: 0.2702 Ha
- M: 569.2 g mol⁻¹
- Energy relative to the best compared isomer or geometry (same formula, charge and spin): 0.0000 eV
- LUMO: 2.37 eV

These are the natural (NBO) partial charges, in e, on atoms 1 to 8: 1.265, -0.798, 1.374, -0.793, -0.690, -0.789, -0.322, 0.077


A 2-piece molecular cluster, C9H14OS overall, computed with wB97M-V/def2-TZVPD.

ORCA input file:
```
! RIJCOSX wB97M-V def2-TZVPD def2/J DEFGRID3
* xyz 0 1
C 1.7292 -3.1467 -2.1213
C 0.7836 -2.2605 -1.2181
C 1.2512 -1.7014 -0.0561
C 0.4734 -1.1016 0.8696
C -0.8950 -0.8127 0.4563
O -1.7659 0.0597 1.0100
C -1.2492 -1.2063 -0.9126
C -0.4980 -2.0209 -1.6064
H 1.4683 -4.1795 -1.8537
H 2.8170 -3.0337 -1.8522
H 1.5856 -2.9798 -3.2029
H 2.2930 -2.0335 0.2644
H 0.6949 -1.0189 1.8744
H -2.6490 -0.0225 0.5491
H -2.2522 -0.8873 -1.1258
H -0.8789 -2.4975 -2.4823
C 0.4820 3.3393 0.9014
C -0.9373 3.1185 0.9339
S -1.5769 2.5206 2.5936
H 0.9613 2.3530 0.5827
H 0.9786 3.7697 1.7252
H 0.6328 4.1635 0.1705
H -1.3828 4.1421 0.9644
H -1.5787 2.4007 0.2137
H -0.4870 3.0357 3.3220
*
```

- Total energy: -22440.350 eV
- Kohn-Sham gap: 0.3259 Ha
- Structure (SMILES): Cc1ccc(O)cc1.CCS
- M: 170.3 g mol⁻¹
- Energy relative to the best compared isomer or geometry (same formula, charge and spin): 2.2969 eV
- LUMO: 0.73 eV

These are the natural (NBO) partial charges, in e, on atoms 1 to 8: -0.624, -0.043, -0.185, -0.283, 0.327, -0.667, -0.275, -0.204


Largest force on an atom (computed, Eh/bohr): 0.0945 0.0301 0.0134 0.1398 0.0105 0.1187